Entry 1:
A structure of composition C12H12INO4S2Ti, computed with ωB97M-V/def2-TZVPD.

Geometry (Å):
Ti 0.357 0.040 0.855
C 1.453 -3.105 2.450
C 0.785 -2.359 1.323
S 1.845 -1.591 0.169
C -0.569 -2.133 1.366
C -1.362 -2.581 2.573
S -1.452 -1.147 0.206
H 2.423 -3.476 2.127
H 0.847 -3.942 2.796
H 1.613 -2.432 3.296
H -0.952 -2.140 3.484
H -1.344 -3.669 2.672
H -2.396 -2.260 2.485
O -0.683 0.707 4.576
C -0.001 1.210 3.705
O 0.346 0.449 2.618
C 0.484 2.576 3.686
C 1.412 3.050 2.732
C 1.817 4.357 2.711
C 1.301 5.265 3.665
C 0.392 4.800 4.648
C 0.005 3.488 4.654
N 1.686 6.594 3.641
O 2.461 6.988 2.730
O 1.186 7.390 4.477
H 1.842 2.360 2.016
H 2.533 4.717 1.988
H 0.018 5.504 5.375
H -0.692 3.122 5.396
I 1.638 1.878 -1.013
C -0.316 1.807 -0.097
H -1.044 1.802 -0.901
H -0.389 2.691 0.533

Results
Net charge ... -1
LUMO level (alpha / beta) ... 2.1 / 2.1 eV
Expectation value of S² ... 0.775
Relative energy (zero: lowest compared OMol25 entry of this formula, charge and spin) ... 54.3 kJ/mol
Frontier orbital gap (alpha / beta) ... 4.5 / 7.9 eV
HOMO (alpha / beta) ... -2.4 / -5.9 eV
2S+1 ... 2


Entry 2:
A structure of composition C12H13BrO2Yb in a non-equilibrium geometry, computed with ωB97M-V/def2-TZVPD.

Geometry (Å):
C -2.464 -0.782 0.288
C -1.977 -1.291 1.510
C -1.510 -0.209 2.334
H -1.993 -2.352 1.801
C -1.800 0.999 1.591
C -2.413 0.642 0.371
H -2.901 1.314 -0.344
H -2.785 -1.386 -0.558
H -1.468 -0.159 3.444
H -1.833 1.974 2.096
Yb -0.043 -0.523 0.222
Br 2.291 -1.270 -0.561
C 2.430 0.825 -3.498
C 1.338 1.625 -3.926
C 0.325 0.738 -4.456
H 1.275 2.717 -3.904
C 0.820 -0.594 -4.344
C 2.130 -0.533 -3.796
H 2.786 -1.388 -3.626
H 3.334 1.184 -3.016
H -0.623 1.048 -4.903
H 0.295 -1.501 -4.640
C 0.825 0.496 4.612
O 0.612 -0.957 4.133
C 0.155 -1.161 2.934
O 0.515 -1.890 2.027
H 1.881 0.525 4.951
H 0.134 0.683 5.460
H 0.665 1.229 3.800

Results
Net charge ... -1
LUMO level (alpha / beta) ... 2.1 / 2.0 eV
Expectation value of S² ... 0.769
Relative energy (zero: lowest compared OMol25 entry of this formula, charge and spin) ... 862.4 kJ/mol
Frontier orbital gap (alpha / beta) ... 4.2 / 4.2 eV
HOMO (alpha / beta) ... -2.1 / -2.1 eV
2S+1 ... 2


Entry 3:
An isolated molecule of C12H13N in a non-equilibrium geometry, computed with ωB97M-V/def2-TZVPD.

Geometry (Å):
C 3.952 -1.002 0.099
C 2.573 -0.380 0.000
C 1.533 -1.242 0.168
C 0.080 -1.256 0.155
C -0.759 -0.219 0.105
N -2.112 -0.118 0.033
C -2.879 0.937 0.449
C -4.190 0.635 0.226
C -4.231 -0.653 -0.358
C -2.945 -1.090 -0.461
C 0.140 1.364 0.030
C 1.768 1.983 -0.309
C 2.706 1.053 -0.291
H 4.611 -0.382 0.706
H 4.396 -1.079 -0.895
H 3.925 -1.998 0.534
H 1.881 -2.255 0.360
H -0.338 -2.254 0.249
H -2.439 1.810 0.885
H -5.031 1.263 0.448
H -5.109 -1.182 -0.670
H -2.548 -2.000 -0.865
H -0.013 1.735 1.045
H -0.486 1.941 -0.651
H 1.782 3.029 -0.515
H 3.732 1.358 -0.476

Results
LUMO level ... 0.3 eV
SMILES ... CC1=CC=C(n2cccc2)CC=C1
Relative energy (zero: lowest compared OMol25 entry of this formula, charge and spin) ... 413.0 kJ/mol
Frontier orbital gap ... 8.0 eV
HOMO ... -7.7 eV


Entry 4:
An isolated molecule of C12H13N3 in a non-equilibrium geometry, computed with ωB97M-V/def2-TZVPD.

Geometry (Å):
C -0.336 -0.072 0.400
C -1.044 -1.290 0.150
C -2.406 0.436 0.260
C -3.675 1.049 0.213
C -4.780 0.300 0.026
C -4.630 -1.151 -0.147
C -3.421 -1.736 -0.117
C 3.061 -2.930 0.434
C 1.161 0.130 0.371
C 1.620 -1.153 -0.418
C 3.112 1.640 0.032
C 1.606 1.489 -0.172
N -1.232 0.940 0.462
N 2.503 -1.930 0.012
N -2.346 -0.946 0.044
H -3.689 2.134 0.185
H -5.692 0.878 -0.195
H -5.432 -1.825 -0.456
H -3.340 -2.785 -0.500
H 4.118 -3.154 0.457
H -0.765 -2.337 -0.233
H 1.379 -0.013 1.476
H 1.271 -1.395 -1.452
H 3.504 2.162 -0.853
H 3.711 0.609 0.310
H 3.312 2.271 0.915
H 1.466 1.649 -1.277
H 1.146 2.346 0.410

Results
LUMO level ... 0.9 eV
Relative energy (zero: lowest compared OMol25 entry of this formula, charge and spin) ... 300.3 kJ/mol
Frontier orbital gap ... 8.5 eV
HOMO ... -7.7 eV